Entry 1:
Here is 10 unconnected molecules or ions with the total composition C24H68O10 at a distorted geometry from the Open Molecules 2025 dataset. Energies are from ωB97M-V with the def2-TZVPD basis set.

LUMO level ... 0.271 eV
HOMO level ... -9.6 eV
Energy above the lowest of the compared OMol25 structures with the same formula, charge and spin ... 0.0 kJ/mol

Element x y z (Å)
C: 4.69 -1.07 -1.83
C: 3.74 -2.05 -2.49
C: 2.91 -2.83 -1.49
O: 2.76 -1.29 -3.27
H: 4.14 -0.36 -1.21
H: 5.30 -0.59 -2.60
H: 5.34 -1.59 -1.12
H: 4.23 -2.78 -3.13
H: 2.22 -3.54 -1.95
H: 2.31 -2.17 -0.85
H: 3.53 -3.46 -0.84
H: 3.20 -1.03 -4.10
C: 1.84 -2.21 3.62
C: 3.04 -2.54 2.74
C: 3.44 -1.40 1.83
O: 4.19 -2.82 3.56
H: 2.08 -1.43 4.34
H: 1.47 -3.13 4.10
H: 1.02 -1.88 2.99
H: 2.85 -3.46 2.17
H: 4.14 -1.74 1.08
H: 3.82 -0.56 2.41
H: 2.54 -1.05 1.31
H: 3.92 -3.38 4.29
C: 3.33 2.83 4.37
C: 1.98 2.85 3.67
C: 1.93 2.00 2.42
O: 1.02 2.44 4.63
H: 3.35 3.60 5.14
H: 4.14 3.08 3.67
H: 3.52 1.87 4.84
H: 1.79 3.90 3.38
H: 2.86 2.15 1.86
H: 1.11 2.29 1.76
H: 1.85 0.92 2.56
H: 0.22 2.18 4.15
C: -4.54 2.35 -3.09
C: -3.80 1.07 -2.73
C: -2.89 1.23 -1.51
O: -4.70 -0.04 -2.55
H: -5.37 2.51 -2.38
H: -4.96 2.38 -4.09
H: -3.89 3.22 -2.95
H: -3.20 0.76 -3.59
H: -2.27 2.12 -1.64
H: -2.23 0.38 -1.40
H: -3.51 1.31 -0.61
H: -5.37 0.23 -1.92
C: -1.03 -3.39 -5.62
C: -0.19 -2.47 -4.76
C: -0.97 -1.93 -3.58
O: 0.92 -3.26 -4.29
H: -0.47 -3.70 -6.51
H: -1.94 -2.89 -5.95
H: -1.27 -4.29 -5.06
H: 0.19 -1.65 -5.38
H: -1.93 -1.51 -3.90
H: -0.48 -1.07 -3.10
H: -1.24 -2.69 -2.84
H: 1.49 -2.64 -3.81
C: 2.76 2.57 -2.55
C: 1.41 1.97 -2.24
C: 0.56 1.77 -3.49
O: 1.61 0.68 -1.60
H: 2.67 3.51 -3.11
H: 3.38 1.89 -3.13
H: 3.28 2.87 -1.64
H: 0.82 2.53 -1.52
H: -0.45 1.45 -3.25
H: 1.00 1.01 -4.14
H: 0.50 2.70 -4.07
H: 2.17 0.13 -2.18
C: -2.30 3.45 1.55
C: -2.46 3.13 3.03
C: -3.88 2.77 3.43
O: -1.55 2.08 3.36
H: -1.40 4.04 1.35
H: -3.14 4.06 1.20
H: -2.22 2.58 0.90
H: -2.11 4.01 3.57
H: -4.36 2.15 2.67
H: -4.46 3.69 3.52
H: -3.89 2.26 4.39
H: -1.79 1.30 2.83
C: -4.11 -1.76 2.10
C: -3.04 -0.94 2.80
C: -2.09 -1.82 3.58
O: -2.27 -0.18 1.83
H: -4.77 -2.18 2.86
H: -3.65 -2.52 1.47
H: -4.73 -1.10 1.48
H: -3.49 -0.20 3.47
H: -1.58 -2.54 2.95
H: -2.58 -2.35 4.40
H: -1.30 -1.23 4.08
H: -2.02 -0.80 1.13
O: -1.47 -2.77 -0.15
H: -0.82 -2.05 -0.21
H: -0.95 -3.57 -0.04
O: -0.09 -0.42 0.18
H: 0.47 0.00 -0.51
H: 0.13 0.05 0.99

=====

Entry 2:
Here is 10 unconnected molecules or ions with the total composition C24H69Cl6O28P7 at a distorted geometry from the Open Molecules 2025 dataset. Energies are from ωB97M-V with the def2-TZVPD basis set.

LUMO level ... 0.167 eV
HOMO level ... -10.2 eV
Energy above the lowest of the compared OMol25 structures with the same formula, charge and spin ... 95.2 kJ/mol

Element x y z (Å)
C: -6.35 0.33 2.55
O: -6.23 -1.11 2.52
P: -5.07 -1.77 3.42
O: -4.91 -1.07 4.73
O: -5.47 -3.34 3.47
C: -5.98 -4.05 2.36
O: -3.74 -1.71 2.49
C: -3.92 -1.74 1.08
H: -6.52 0.76 1.56
H: -5.46 0.82 2.95
H: -7.17 0.58 3.22
H: -5.19 -4.64 1.88
H: -6.47 -3.34 1.69
H: -6.72 -4.83 2.54
H: -3.05 -2.08 0.53
H: -4.06 -0.71 0.76
H: -4.73 -2.41 0.78
C: -4.72 5.14 -0.40
O: -4.23 4.77 0.91
P: -4.75 3.35 1.50
O: -6.08 3.29 2.20
O: -4.75 2.30 0.19
C: -3.50 2.12 -0.47
O: -3.44 2.73 2.33
C: -3.42 3.11 3.71
H: -3.98 5.08 -1.19
H: -4.95 6.20 -0.32
H: -5.59 4.59 -0.74
H: -2.99 1.18 -0.25
H: -2.74 2.88 -0.26
H: -3.62 2.29 -1.54
H: -4.15 3.87 3.96
H: -2.45 3.57 3.94
H: -3.55 2.24 4.35
C: 2.89 0.11 -0.05
O: 1.62 0.05 0.54
P: 0.35 -0.76 -0.20
O: -0.97 -0.47 0.42
O: 0.55 -0.41 -1.76
C: 0.27 0.93 -2.20
O: 0.75 -2.36 -0.06
C: 0.10 -3.37 -0.73
H: 3.56 -0.36 0.67
H: 3.18 1.15 -0.21
H: 2.87 -0.47 -0.97
H: -0.25 1.56 -1.48
H: -0.37 0.94 -3.08
H: 1.21 1.44 -2.43
H: 0.80 -3.94 -1.33
H: -0.77 -3.05 -1.30
H: -0.23 -4.14 -0.03
C: 2.60 5.46 0.79
O: 1.22 5.84 0.63
P: 0.37 5.16 -0.57
O: 0.93 5.44 -1.90
O: 0.25 3.57 -0.12
C: -0.13 3.27 1.15
O: -1.14 5.67 -0.32
C: -1.51 6.94 -0.82
H: 3.26 6.26 0.45
H: 2.93 4.58 0.24
H: 2.87 5.43 1.84
H: -0.04 2.22 1.41
H: -1.15 3.60 1.39
H: 0.48 3.77 1.90
H: -1.22 7.74 -0.14
H: -2.60 6.95 -0.93
H: -1.07 7.10 -1.80
C: 3.22 -2.15 -3.36
O: 4.61 -2.42 -3.31
P: 5.67 -1.36 -2.78
O: 5.10 -0.06 -2.42
O: 6.55 -2.15 -1.65
C: 7.07 -3.47 -1.99
O: 6.69 -1.29 -4.04
C: 7.59 -0.19 -4.21
H: 2.85 -1.20 -2.97
H: 2.74 -2.95 -2.79
H: 2.93 -2.40 -4.38
H: 6.78 -4.07 -1.13
H: 8.16 -3.51 -2.09
H: 6.71 -3.93 -2.91
H: 7.34 0.56 -3.46
H: 7.27 0.29 -5.13
H: 8.65 -0.43 -4.15
C: -2.10 -5.62 -2.01
O: -2.41 -4.34 -2.45
P: -3.86 -3.69 -2.15
O: -4.68 -4.30 -1.07
O: -3.52 -2.13 -1.94
C: -2.73 -1.42 -2.87
O: -4.53 -3.81 -3.62
C: -5.83 -3.46 -4.00
H: -1.69 -5.54 -1.01
H: -1.37 -6.06 -2.69
H: -2.99 -6.25 -2.05
H: -3.30 -1.23 -3.78
H: -1.74 -1.84 -3.04
H: -2.62 -0.39 -2.51
H: -6.31 -4.33 -4.46
H: -5.74 -2.83 -4.89
H: -6.35 -2.92 -3.21
C: 3.08 -1.99 3.57
O: 4.49 -2.02 3.33
P: 5.45 -0.73 3.52
O: 6.82 -1.04 3.08
O: 4.67 0.52 2.71
C: 3.58 1.25 3.24
O: 5.34 -0.29 5.10
C: 5.91 0.89 5.55
H: 2.81 -2.97 3.96
H: 2.57 -1.79 2.63
H: 2.80 -1.23 4.31
H: 3.48 1.20 4.33
H: 2.63 0.93 2.82
H: 3.70 2.32 3.06
H: 6.99 0.82 5.63
H: 5.54 1.09 6.56
H: 5.65 1.74 4.91
Cl: 0.23 -3.22 -5.12
C: 0.88 -4.80 -4.49
Cl: 0.16 -6.13 -5.41
H: 1.97 -4.87 -4.48
H: 0.56 -4.94 -3.46
Cl: -0.23 0.38 5.17
C: -1.05 -0.59 3.89
Cl: -0.64 -2.31 3.97
H: -2.13 -0.42 3.93
H: -0.67 -0.20 2.95
Cl: 6.05 4.36 -2.26
C: 5.20 2.87 -2.02
Cl: 3.46 3.17 -1.90
H: 5.34 2.29 -2.93
H: 5.57 2.36 -1.13

=====

Entry 3:
Here is 8 unconnected molecules or ions with the total composition C24H69N9O8P2 at a distorted geometry from the Open Molecules 2025 dataset. Energies are from ωB97M-V with the def2-TZVPD basis set.

LUMO level ... 0.475 eV
HOMO level ... -8.5 eV

Element x y z (Å)
C: -3.01 -4.94 -3.10
N: -2.24 -3.68 -3.12
C: -3.05 -2.53 -2.78
P: -0.91 -3.65 -4.12
O: -0.69 -4.94 -4.78
N: -1.13 -2.31 -5.14
C: 0.02 -1.74 -5.81
C: -2.41 -2.34 -5.91
N: 0.42 -3.19 -3.24
C: 1.42 -4.14 -2.81
C: 0.40 -1.94 -2.44
H: -3.29 -5.19 -2.06
H: -2.36 -5.74 -3.46
H: -3.92 -5.05 -3.72
H: -3.11 -2.41 -1.69
H: -4.11 -2.60 -3.13
H: -2.64 -1.60 -3.21
H: -0.18 -0.68 -6.01
H: 0.92 -1.81 -5.17
H: 0.27 -2.29 -6.73
H: -2.24 -2.94 -6.82
H: -3.23 -2.73 -5.32
H: -2.66 -1.31 -6.20
H: 1.62 -4.76 -3.68
H: 2.36 -3.59 -2.55
H: 1.12 -4.71 -1.94
H: 1.47 -1.75 -2.21
H: -0.19 -2.17 -1.53
H: -0.06 -1.11 -2.97
C: 3.29 -1.43 3.89
N: 2.54 -0.24 3.57
C: 1.12 -0.40 3.94
P: 3.25 1.29 3.50
O: 2.22 2.29 3.13
N: 4.01 1.64 4.99
C: 4.41 3.11 5.06
C: 3.46 1.11 6.25
N: 4.57 1.28 2.49
C: 4.31 1.52 1.08
C: 5.87 0.68 2.79
H: 4.28 -1.37 3.47
H: 2.76 -2.30 3.47
H: 3.42 -1.55 4.98
H: 0.50 0.49 3.86
H: 1.03 -0.62 5.01
H: 0.75 -1.23 3.34
H: 3.60 3.74 5.35
H: 5.25 3.20 5.81
H: 4.75 3.52 4.10
H: 2.71 1.79 6.70
H: 3.04 0.12 6.12
H: 4.33 1.06 6.95
H: 5.06 2.27 0.75
H: 4.46 0.64 0.47
H: 3.31 1.97 0.92
H: 5.98 -0.20 2.15
H: 5.90 0.40 3.84
H: 6.68 1.37 2.60
C: 0.09 3.67 -1.87
N: 1.04 2.55 -2.12
C: 2.34 2.89 -2.24
C: 3.25 1.64 -2.36
O: 2.76 4.04 -2.47
H: 0.43 4.24 -1.00
H: -0.92 3.25 -1.71
H: -0.02 4.37 -2.68
H: 0.77 1.61 -1.82
H: 3.82 1.57 -1.42
H: 3.95 1.74 -3.19
H: 2.66 0.71 -2.53
C: -3.55 1.64 -2.04
N: -4.35 0.81 -1.18
C: -5.24 1.29 -0.29
C: -5.85 0.14 0.54
O: -5.51 2.47 -0.20
H: -2.52 1.47 -1.73
H: -3.88 2.67 -1.88
H: -3.79 1.34 -3.08
H: -4.00 -0.13 -1.00
H: -5.33 0.25 1.50
H: -5.67 -0.77 -0.04
H: -6.94 0.32 0.52
C: -3.57 4.71 1.34
N: -2.20 4.65 1.65
C: -1.43 3.54 1.57
C: 0.03 3.70 1.97
O: -1.86 2.44 1.16
H: -3.70 4.83 0.26
H: -3.93 5.58 1.90
H: -4.08 3.80 1.59
H: -1.72 5.52 1.74
H: 0.21 3.08 2.83
H: 0.25 4.74 2.23
H: 0.66 3.51 1.12
C: 0.70 0.13 0.57
O: -0.42 0.55 -0.21
H: 1.22 1.02 0.99
H: 0.36 -0.47 1.40
H: 1.38 -0.47 -0.06
H: -0.90 1.25 0.29
C: -2.39 -0.77 2.11
O: -2.25 -1.19 0.75
H: -3.39 -0.43 2.24
H: -2.38 -1.60 2.85
H: -1.74 0.04 2.41
H: -1.60 -0.57 0.36
C: -0.94 -4.98 0.39
O: -0.86 -3.57 0.37
H: -1.20 -5.37 1.38
H: -1.63 -5.35 -0.44
H: 0.00 -5.35 0.07
H: -1.61 -3.02 0.54

=====

- The lowest LUMO level belongs to which entry?
  C24H69Cl6O28P7